ORCA calculation (the ωB97M-V functional and the def2-TZVPD basis) on a cluster of 8 separate species, C48H120N8O16 in total.

Each line ends with the Löwdin charge.
Geometry (Å):
C  7.1769  8.5381  2.3990  -0.079
O  6.2779  7.6711  1.6076  -0.209
C  5.0862  8.3472  1.0647  -0.210
C  3.8550  7.5104  0.8582  -0.208
N  3.5030  6.8093  2.1505  -0.031
C  2.2303  6.0706  1.9577  -0.187
C  2.2469  4.9000  0.9732  -0.216
O  3.4690  4.2146  1.0399  -0.189
C  3.5533  3.3054  0.0549  -0.156
H  7.0916  9.5594  2.0276  0.066
H  8.1968  8.2957  2.1003  0.083
H  6.9116  8.6650  3.4486  0.084
H  5.4870  8.9501  0.2498  0.120
H  4.6495  9.0126  1.8094  0.110
H  4.1158  6.7276  0.1460  0.108
H  3.0005  8.0233  0.4169  0.123
H  4.2200  6.0988  2.1164  0.084
H  1.4544  6.7724  1.6518  0.114
H  1.9858  5.7757  2.9781  0.088
H  2.0134  5.2428  -0.0348  0.122
H  1.5025  4.1399  1.2100  0.111
H  4.3307  2.6293  0.4106  0.103
H  3.5847  3.7047  -0.9588  0.101
H  2.7496  2.5693  0.0398  0.074
C  -4.0897  -1.7389  0.6996  -0.111
O  -3.3472  -2.3602  -0.3303  -0.191
C  -3.8889  -2.2741  -1.6208  -0.219
C  -3.3127  -3.2483  -2.7206  -0.194
N  -3.7502  -3.1060  -4.1122  -0.041
C  -5.2040  -3.4412  -4.3309  -0.165
C  -5.4641  -3.0115  -5.7767  -0.186
O  -4.8404  -1.7099  -5.9649  -0.233
C  -4.2869  -1.5462  -7.2082  -0.145
H  -4.9785  -2.3146  0.9579  0.087
H  -4.4029  -0.7398  0.3966  0.082
H  -3.4010  -1.6512  1.5399  0.085
H  -3.5166  -1.3378  -2.0366  0.088
H  -4.9747  -2.1825  -1.6502  0.114
H  -3.5724  -4.2568  -2.3988  0.110
H  -2.2233  -3.2565  -2.7548  0.104
H  -3.5552  -2.1959  -4.5043  0.054
H  -5.8174  -2.7968  -3.7011  0.097
H  -5.6182  -4.4460  -4.2479  0.120
H  -6.5150  -2.7880  -5.9608  0.117
H  -5.2281  -3.8467  -6.4362  0.122
H  -5.0246  -1.5463  -8.0105  0.086
H  -3.6128  -2.3666  -7.4544  0.087
H  -3.7559  -0.5942  -7.2139  0.087
C  5.8384  -1.6221  9.4751  -0.101
O  4.9544  -1.3710  8.3722  -0.203
C  4.3250  -0.0901  8.3446  -0.215
C  3.7687  0.1616  6.9325  -0.195
N  3.1635  1.4839  6.6526  -0.029
C  4.1772  2.3748  6.0372  -0.207
C  3.6828  3.6439  5.4271  -0.183
O  3.3667  4.6887  6.4017  -0.196
C  2.2795  5.5525  6.0521  -0.114
H  6.1941  -2.6391  9.6408  0.082
H  5.3546  -1.2084  10.3600  0.082
H  6.8121  -1.1427  9.3749  0.076
H  5.1370  0.5989  8.5769  0.115
H  3.5744  -0.0492  9.1339  0.098
H  3.0179  -0.5920  6.6949  0.091
H  4.6004  -0.1121  6.2833  0.113
H  2.7974  1.8117  7.5350  0.108
H  4.9806  1.9925  5.4074  0.121
H  4.8580  2.4921  6.8803  0.115
H  2.7610  3.4984  4.8638  0.082
H  4.4797  4.0954  4.8362  0.127
H  2.6688  6.1996  5.2661  0.072
H  2.0125  6.2593  6.8379  0.080
H  1.3252  5.1071  5.7707  0.081
C  -0.4342  0.2220  5.7519  -0.106
O  -0.2877  -0.1526  7.0908  -0.201
C  0.0491  -1.5080  7.3252  -0.205
C  0.3209  -1.7594  8.8123  -0.173
N  1.0398  -0.5851  9.3691  -0.081
C  0.8643  -0.0704  10.7234  -0.187
C  1.3094  -1.1751  11.6890  -0.219
O  1.5540  -0.5038  12.9170  -0.210
C  0.4410  -0.3145  13.7835  -0.100
H  -0.8819  1.2120  5.6642  0.093
H  -0.9004  -0.4621  5.0429  0.091
H  0.5919  0.3643  5.4130  0.060
H  1.0169  -1.7527  6.8876  0.110
H  -0.6901  -2.2000  6.9215  0.126
H  0.9068  -2.5973  9.1900  0.118
H  -0.6626  -1.7767  9.2820  0.108
H  0.7475  0.0756  8.6633  0.076
H  -0.1956  0.1266  10.8843  0.108
H  1.3764  0.8589  10.9729  0.126
H  2.2039  -1.7256  11.3976  0.119
H  0.6194  -2.0157  11.7631  0.115
H  -0.1008  -1.2390  13.9827  0.086
H  -0.1704  0.4064  13.2408  0.076
H  0.6297  0.2089  14.7209  0.085
C  0.2504  -3.2739  -6.3729  -0.095
O  0.4304  -4.6889  -6.5311  -0.152
C  -0.4243  -5.3380  -5.6434  -0.246
C  0.1260  -6.7274  -5.2440  -0.249
N  0.1173  -7.5354  -6.3657  -0.073
C  0.8161  -8.8014  -6.1263  -0.196
C  1.4560  -9.3503  -7.4274  -0.194
O  2.4478  -8.3439  -7.6934  -0.194
C  3.2390  -8.6305  -8.7909  -0.142
H  -0.7932  -2.9682  -6.4480  0.065
H  0.8040  -2.7158  -7.1280  0.092
H  0.4519  -2.9185  -5.3624  0.076
H  -1.4370  -5.5279  -5.9990  0.122
H  -0.5638  -4.7978  -4.7070  0.107
H  -0.5273  -7.2701  -4.5608  0.126
H  1.0921  -6.5998  -4.7556  0.119
H  0.5181  -7.1551  -7.2111  0.109
H  0.2084  -9.5966  -5.6945  0.113
H  1.6880  -8.6409  -5.4921  0.111
H  0.7165  -9.4741  -8.2185  0.121
H  1.8808  -10.3392  -7.2549  0.118
H  3.4797  -7.7255  -9.3486  0.090
H  2.7604  -9.1582  -9.6159  0.080
H  4.0678  -9.2687  -8.4844  0.091
C  -11.4296  1.6210  -8.4203  -0.124
O  -10.5316  1.2292  -7.3920  -0.196
C  -9.1604  1.5664  -7.7308  -0.210
C  -8.0452  0.9666  -6.8537  -0.176
N  -7.7679  1.6749  -5.5358  -0.047
C  -6.6502  1.0317  -4.8346  -0.209
C  -6.1144  1.8831  -3.6378  -0.202
O  -5.7625  3.1420  -4.1962  -0.210
C  -4.8702  3.9539  -3.4435  -0.098
H  -11.5899  0.8099  -9.1306  0.087
H  -11.0846  2.5072  -8.9531  0.078
H  -12.3354  2.0151  -7.9595  0.085
H  -9.0071  2.6455  -7.7310  0.117
H  -9.0324  1.2651  -8.7705  0.111
H  -7.1171  0.8387  -7.4107  0.110
H  -8.3426  -0.0739  -6.7230  0.105
H  -8.5999  1.6512  -4.9638  0.105
H  -5.8055  1.0907  -5.5210  0.106
H  -6.9439  0.0249  -4.5377  0.110
H  -5.2074  1.4924  -3.1765  0.108
H  -6.9284  1.9687  -2.9180  0.113
H  -3.8918  3.5152  -3.2477  0.067
H  -5.3997  4.3590  -2.5812  0.091
H  -4.5345  4.6708  -4.1928  0.088
C  1.7948  1.9171  3.1391  -0.069
O  1.0435  1.2864  2.0216  -0.216
C  -0.3855  1.4284  1.9935  -0.186
C  -1.0102  0.4917  0.8026  -0.136
N  -0.5542  1.2202  -0.4340  -0.058
C  -0.9305  0.4871  -1.6730  -0.201
C  -0.9104  1.3884  -2.9558  -0.129
O  -0.8277  0.6555  -4.2469  -0.219
C  -1.8155  -0.3141  -4.6837  -0.078
H  2.7579  2.3581  2.8818  0.077
H  1.8088  1.2027  3.9621  0.058
H  1.3117  2.8136  3.5276  0.071
H  -0.7312  2.4556  1.8771  0.105
H  -0.7679  1.2607  3.0004  0.087
H  -2.0952  0.5173  0.9030  0.095
H  -0.5931  -0.5135  0.8625  0.109
H  0.4394  1.2793  -0.2623  0.076
H  -1.9060  0.0271  -1.5151  0.089
H  -0.1962  -0.3131  -1.7649  0.094
H  0.0186  1.9272  -2.7696  0.112
H  -1.8347  1.9600  -2.8713  0.099
H  -2.7699  0.1964  -4.8124  0.082
H  -1.9026  -1.2215  -4.0861  0.063
H  -1.5890  -0.6623  -5.6915  0.076
C  2.7821  1.7120  -4.6844  -0.118
O  2.9948  0.9614  -3.4389  -0.169
C  2.4370  -0.3523  -3.7106  -0.213
C  2.9338  -1.3952  -2.7291  -0.193
N  2.2422  -1.2887  -1.4161  -0.052
C  2.5330  -2.3894  -0.4969  -0.172
C  3.7712  -2.2906  0.4934  -0.211
O  3.5145  -1.1863  1.2881  -0.186
C  4.2835  -1.0224  2.4140  -0.132
H  3.0920  2.7545  -4.7566  0.077
H  1.7606  1.7467  -5.0632  0.077
H  3.3390  1.4495  -5.5839  0.076
H  2.7987  -0.5949  -4.7098  0.111
H  1.3505  -0.2947  -3.7764  0.100
H  4.0103  -1.4965  -2.5913  0.117
H  2.7180  -2.3625  -3.1827  0.108
H  2.5554  -0.3946  -1.0660  0.098
H  2.6674  -3.2942  -1.0896  0.110
H  1.6440  -2.4489  0.1311  0.106
H  4.7366  -2.2939  -0.0127  0.116
H  3.7465  -3.1757  1.1291  0.114
H  4.3982  -1.8541  3.1090  0.091
H  3.7028  -0.4406  3.1298  0.070
H  5.1903  -0.4482  2.2240  0.094

Properties
- energy above the lowest of the compared OMol25 structures with the same formula, charge and spin (kJ/mol) = 860.70
- total charge = 0
- E_HOMO (Eh) = -0.30914
- lowest unoccupied orbital energy (hartree) = 0.0219
- gap between HOMO and LUMO (eV) = 9.01
- SMILES = COCCNCCOC.COCCNCCOC.COCCNCCOC.COCCNCCOC.COCCNCCOC.COCCNCCOC.COCCNCCOC.COCCNCCOC